Record 1
170
Properties=species:S:1:pos:R:3 method="wB97M-V/def2-TZVPD" gap_ev=8.3 smiles="CCN(CC)CC.CCN(CC)CC.CCN(CC)CC.CCN(CC)CC.CCN(CC)CC.CN(C)C=O.CN(C)C=O.CN(C)C=O.CN(C)C=O.CN(C)C=O" e_homo_ev=-8.27 e_above_lowest_kcal_mol=241.03
C -3.08 5.91 -4.68
C -3.05 4.41 -4.50
N -4.06 3.84 -3.57
C -3.95 2.35 -3.32
C -2.52 1.67 -3.45
C -5.28 4.09 -4.42
C -6.60 4.05 -3.57
H -3.70 6.27 -5.51
H -2.06 6.24 -4.85
H -3.46 6.39 -3.78
H -2.89 3.91 -5.45
H -2.09 4.36 -3.98
H -4.28 2.18 -2.30
H -4.59 1.74 -3.96
H -2.40 0.94 -2.64
H -2.33 1.10 -4.36
H -1.67 2.35 -3.34
H -5.30 3.49 -5.32
H -5.44 5.06 -4.90
H -6.62 4.88 -2.87
H -6.73 3.10 -3.05
H -7.54 4.10 -4.12
C 4.75 9.12 5.53
C 5.53 8.50 6.71
N 4.65 7.69 7.60
C 4.23 6.43 6.89
C 5.29 5.55 6.17
C 5.22 7.47 8.89
C 4.20 7.22 10.03
H 3.99 8.56 4.98
H 5.55 9.10 4.79
H 4.55 10.19 5.65
H 6.49 8.01 6.50
H 5.76 9.37 7.33
H 3.78 5.92 7.75
H 3.43 6.64 6.18
H 6.19 5.67 6.77
H 4.91 4.54 6.08
H 5.52 5.94 5.18
H 5.72 8.40 9.16
H 5.90 6.63 8.80
H 4.74 7.44 10.95
H 3.73 6.23 10.02
H 3.36 7.90 9.89
C -9.95 -5.57 2.10
C -8.83 -5.78 1.08
N -7.39 -5.70 1.56
C -7.22 -6.85 2.49
C -5.89 -6.97 3.16
C -7.08 -4.37 2.07
C -6.96 -3.13 1.12
H -10.83 -5.16 1.60
H -9.60 -4.92 2.89
H -10.14 -6.53 2.58
H -9.11 -6.70 0.57
H -8.97 -5.07 0.27
H -7.89 -6.80 3.35
H -7.54 -7.82 2.11
H -5.11 -7.11 2.40
H -5.69 -6.21 3.92
H -6.04 -7.89 3.72
H -6.14 -4.38 2.62
H -7.85 -4.23 2.83
H -7.81 -3.15 0.44
H -5.99 -3.12 0.63
H -6.88 -2.20 1.69
C 3.80 -2.12 -1.97
C 3.77 -1.86 -0.45
N 2.49 -2.12 0.14
C 2.59 -1.74 1.58
C 2.27 -0.31 1.73
C 2.09 -3.57 0.18
C 0.56 -3.79 0.32
H 4.58 -1.52 -2.44
H 2.83 -1.91 -2.42
H 3.98 -3.18 -2.18
H 4.61 -2.47 -0.12
H 3.95 -0.79 -0.32
H 3.62 -1.82 1.93
H 1.96 -2.36 2.22
H 3.01 0.37 1.32
H 2.03 0.05 2.73
H 1.38 -0.19 1.11
H 2.36 -3.97 -0.80
H 2.69 -4.17 0.86
H 0.17 -3.55 1.31
H 0.02 -3.24 -0.44
H 0.31 -4.84 0.14
C -7.23 3.28 8.52
C -6.33 2.81 7.40
N -5.19 1.87 7.63
C -4.26 2.42 8.63
C -2.74 2.21 8.43
C -5.83 0.61 8.01
C -4.71 -0.47 8.05
H -7.89 4.11 8.24
H -6.77 3.55 9.47
H -7.96 2.51 8.76
H -6.91 2.49 6.54
H -5.96 3.71 6.93
H -4.39 3.50 8.53
H -4.63 2.17 9.63
H -2.51 2.10 7.37
H -2.09 2.99 8.83
H -2.43 1.28 8.90
H -6.60 0.26 7.32
H -6.20 0.58 9.04
H -4.13 -0.52 7.13
H -5.23 -1.41 8.24
H -4.04 -0.33 8.90
C 0.42 5.69 0.56
N 1.47 6.37 -0.13
C 2.61 5.58 -0.49
C 1.24 7.65 -0.58
O 2.04 8.16 -1.37
H -0.61 5.99 0.36
H 0.62 5.62 1.63
H 0.41 4.70 0.11
H 2.98 5.14 0.43
H 2.31 4.89 -1.29
H 3.40 6.19 -0.92
H 0.25 7.99 -0.24
C 8.29 -3.63 -10.40
N 8.49 -3.06 -9.06
C 8.54 -4.12 -8.03
C 8.92 -1.80 -8.61
O 9.16 -1.43 -7.47
H 8.59 -2.92 -11.17
H 7.25 -3.91 -10.56
H 8.85 -4.54 -10.63
H 8.63 -3.76 -7.00
H 7.59 -4.64 -8.15
H 9.38 -4.75 -8.34
H 9.04 -1.10 -9.45
C 3.75 3.05 -6.26
N 4.56 4.20 -6.10
C 5.87 3.80 -5.65
C 4.11 5.47 -6.35
O 4.88 6.40 -6.27
H 2.83 3.37 -6.75
H 3.36 2.72 -5.30
H 4.25 2.24 -6.79
H 6.38 4.60 -5.11
H 5.96 2.86 -5.11
H 6.40 3.77 -6.60
H 3.06 5.57 -6.68
C 1.84 -2.26 -11.16
N 1.53 -3.62 -10.59
C 2.50 -4.12 -9.53
C 0.49 -4.35 -11.12
O 0.33 -5.57 -10.90
H 2.90 -2.40 -11.36
H 1.78 -1.46 -10.42
H 1.28 -1.97 -12.05
H 3.18 -4.95 -9.75
H 3.07 -3.27 -9.15
H 1.85 -4.30 -8.68
H -0.01 -3.80 -11.94
C 1.89 -13.78 1.29
N 1.34 -12.91 0.31
C 0.46 -11.88 0.86
C 1.19 -13.45 -0.92
O 0.49 -12.91 -1.82
H 1.84 -14.84 1.09
H 1.40 -13.63 2.25
H 2.94 -13.51 1.46
H 0.97 -11.25 1.59
H 0.09 -11.24 0.05
H -0.40 -12.40 1.29
H 1.76 -14.37 -1.07



Record 2
180
Properties=species:S:1:pos:R:3 method="wB97M-V/def2-TZVPD" spin_multiplicity=2 charge=+1 gap_ev="7.6 / 2.2" s_squared=0.7542 e_homo_ev="-9.79 / -9.79" e_above_lowest_kcal_mol=52.21
C -0.93 0.87 6.92
O -0.70 1.88 5.94
C -0.95 1.55 4.65
C -0.63 2.72 3.71
N -1.42 3.93 4.03
C -1.15 4.95 3.00
C -1.94 6.25 3.33
O -1.48 6.90 4.50
C -2.29 7.98 4.91
H -0.31 0.00 6.71
H -1.97 0.65 7.17
H -0.43 1.32 7.77
H -1.99 1.24 4.54
H -0.39 0.66 4.36
H -0.77 2.55 2.64
H 0.43 2.89 3.85
H -1.13 4.25 4.94
H -1.39 4.55 2.01
H -0.07 5.04 3.08
H -3.00 6.00 3.42
H -1.83 6.86 2.44
H -1.72 8.63 5.58
H -3.22 7.78 5.43
H -2.63 8.59 4.07
C -0.23 -10.42 -3.91
O -1.09 -9.33 -4.05
C -0.48 -8.09 -3.69
C -1.39 -6.89 -4.02
N -0.76 -5.57 -4.29
C -1.77 -4.54 -4.00
C -1.31 -3.16 -4.37
O -2.27 -2.25 -3.99
C -1.81 -0.98 -3.69
H 0.30 -10.45 -2.96
H 0.55 -10.44 -4.68
H -0.84 -11.31 -4.10
H 0.45 -7.93 -4.23
H -0.32 -7.99 -2.61
H -2.17 -6.76 -3.27
H -1.86 -7.16 -4.97
H -0.44 -5.56 -5.25
H -1.97 -4.48 -2.93
H -2.72 -4.78 -4.47
H -1.10 -3.02 -5.43
H -0.40 -2.90 -3.84
H -1.66 -0.45 -4.63
H -0.94 -0.95 -3.03
H -2.72 -0.52 -3.29
C 4.67 1.35 -0.72
O 4.13 2.64 -0.69
C 3.64 3.04 0.59
C 3.52 4.55 0.73
N 4.83 5.21 0.90
C 4.64 6.64 0.61
C 6.00 7.35 0.32
O 6.70 6.64 -0.71
C 8.02 7.11 -0.86
H 5.14 1.10 -1.67
H 3.96 0.55 -0.48
H 5.44 1.21 0.04
H 4.17 2.58 1.42
H 2.64 2.64 0.76
H 2.89 4.76 1.59
H 2.93 4.93 -0.11
H 5.58 4.75 0.39
H 4.14 7.16 1.43
H 4.07 6.79 -0.31
H 6.59 7.25 1.23
H 5.79 8.39 0.09
H 8.57 7.08 0.08
H 8.02 8.15 -1.16
H 8.46 6.34 -1.50
C -2.98 -2.84 -0.55
O -4.15 -3.53 -0.98
C -4.95 -2.85 -2.01
C -5.97 -3.84 -2.55
N -5.36 -4.98 -3.22
C -6.26 -6.06 -3.63
C -5.46 -7.39 -4.03
O -5.27 -8.24 -2.89
C -4.52 -9.45 -3.15
H -2.54 -3.62 0.06
H -3.24 -1.93 -0.01
H -2.31 -2.55 -1.36
H -4.27 -2.53 -2.80
H -5.42 -1.95 -1.62
H -6.64 -3.33 -3.25
H -6.68 -4.19 -1.80
H -4.65 -5.29 -2.57
H -6.80 -5.60 -4.45
H -6.94 -6.38 -2.83
H -4.51 -7.11 -4.48
H -6.07 -8.00 -4.69
H -4.48 -10.18 -2.34
H -3.53 -9.16 -3.51
H -4.93 -9.87 -4.07
C -3.18 2.76 0.12
O -2.46 3.77 -0.64
C -1.06 3.54 -0.83
C -0.36 4.83 -1.32
N -0.15 5.80 -0.24
C 0.54 7.01 -0.69
C 0.83 7.96 0.51
O -0.36 8.63 0.87
C -0.25 9.30 2.07
H -4.20 3.08 -0.08
H -2.87 2.79 1.16
H -2.97 1.78 -0.32
H -0.95 2.66 -1.46
H -0.64 3.24 0.13
H -0.81 5.29 -2.20
H 0.61 4.47 -1.66
H -1.07 6.05 0.08
H -0.11 7.58 -1.35
H 1.56 6.79 -1.00
H 1.59 8.66 0.17
H 1.27 7.37 1.31
H -1.24 9.40 2.51
H 0.00 10.31 1.74
H 0.39 8.88 2.84
C 3.93 -0.88 5.42
C 2.88 -0.38 4.47
C 3.53 0.50 3.45
O 2.38 -1.55 3.77
H 4.58 -0.11 5.83
H 4.56 -1.64 4.96
H 3.51 -1.36 6.30
H 2.12 0.19 5.00
H 4.00 1.38 3.87
H 2.77 0.87 2.75
H 4.34 0.02 2.90
H 3.11 -2.09 3.47
C 1.03 -5.50 -0.76
C 1.29 -4.30 -1.74
C 2.47 -3.39 -1.36
O 1.48 -4.69 -3.04
H 0.52 -6.37 -1.17
H 0.49 -5.26 0.15
H 1.98 -5.89 -0.40
H 0.36 -3.72 -1.78
H 3.36 -4.01 -1.48
H 2.38 -2.95 -0.36
H 2.63 -2.66 -2.14
H 0.64 -4.82 -3.48
C -1.03 0.18 0.52
C -0.05 -0.92 0.88
C 1.39 -0.53 0.58
O -0.14 -1.04 2.26
H -2.03 -0.14 0.82
H -1.03 0.49 -0.52
H -0.66 1.07 1.03
H -0.38 -1.81 0.35
H 1.58 -0.75 -0.47
H 2.05 -1.23 1.10
H 1.66 0.49 0.86
H 0.77 -1.00 2.58
C -1.26 -4.01 3.41
C -2.28 -3.16 4.08
C -1.76 -2.37 5.24
O -2.66 -2.25 3.07
H -0.27 -3.59 3.20
H -1.60 -4.30 2.41
H -1.14 -4.96 3.92
H -3.15 -3.73 4.42
H -1.01 -1.67 4.87
H -1.27 -3.07 5.91
H -2.51 -1.80 5.79
H -1.91 -1.70 2.82
C 3.33 0.85 -4.65
C 2.23 0.17 -3.82
C 1.39 1.19 -3.05
O 1.39 -0.61 -4.71
H 3.88 1.65 -4.16
H 2.83 1.46 -5.40
H 3.99 0.22 -5.25
H 2.72 -0.47 -3.09
H 1.26 2.11 -3.62
H 2.08 1.55 -2.28
H 0.45 0.93 -2.57
H 0.95 0.00 -5.31